Record 1
2 unconnected molecules or ions with the total composition C5H14 in a non-equilibrium geometry. Source: the Open Molecules 2025 dataset; level of theory: the ωB97M-V functional and the def2-TZVPD basis.

As for the total energy: -5411.47316 eV. Its largest force on an atom is 2.7 eV Å⁻¹. The calculation puts the gap between HOMO and LUMO at 12.111 eV. As for the LUMO energy: 1.17 eV.

XYZ file:
```
19
Properties=species:S:1:pos:R:3:lowdin_charge:R:1
C 0.059 -2.729 -0.370 -0.16
C -0.155 1.873 0.308 -0.30
H -0.951 -0.876 -1.053 0.03
H 0.518 2.099 2.464 0.06
C -1.161 -1.835 -0.577 -0.17
H -2.003 -2.273 -1.115 0.07
C 0.640 1.509 1.569 -0.12
H -1.561 -1.563 0.397 0.06
H 0.110 1.561 -1.860 0.07
H -0.277 -3.385 0.439 0.06
H 0.981 -2.203 -0.139 0.06
H 0.740 0.305 -0.901 0.05
H 1.692 1.400 1.316 0.07
H -1.208 1.648 0.167 0.10
H 0.347 0.506 1.944 0.07
C 0.613 1.399 -0.909 -0.15
H 0.241 -3.420 -1.196 0.06
H 1.642 1.745 -1.027 0.07
H -0.046 2.974 0.332 0.10
```

=====

Record 2
A molecular structure, C5H11NOS in a non-equilibrium geometry. Source: the Open Molecules 2025 dataset; level of theory: the ωB97M-V functional and the def2-TZVPD basis.

As for the total energy: -19730.84776 eV. Its largest force on an atom is 5.4 eV Å⁻¹. The calculation puts the gap between HOMO and LUMO (alpha / beta) at 7.078 / 7.079 eV. As for the LUMO energy (alpha / beta): 0.20 / 0.20 eV.

XYZ file:
```
19
Properties=species:S:1:pos:R:3:lowdin_charge:R:1
H 0.162 -1.944 1.161 0.15
H 1.729 1.325 -1.004 0.13
C 0.247 -0.934 -1.285 -0.06
H -0.117 -1.898 -1.276 0.07
N 1.143 -0.624 -0.350 -0.29
H -1.584 2.294 -0.010 -0.01
O -2.703 -1.045 -0.105 -0.46
H 2.899 -0.054 -1.236 0.08
C -0.503 0.045 1.272 -0.27
C 0.663 -0.922 1.018 -0.20
H -1.024 -0.176 2.107 0.05
H -3.159 1.551 -0.834 -0.01
C -2.398 1.510 -0.026 -0.29
H 2.564 0.550 0.423 0.08
H 1.513 -0.749 1.793 0.15
C 2.163 0.339 -0.555 -0.06
S -1.661 -0.059 -0.202 0.76
H 0.116 -0.341 -2.111 0.07
H -0.052 1.134 1.220 0.13
```

=====

Record 3
C6H9NS in the gas phase in a non-equilibrium geometry. Source: the Open Molecules 2025 dataset; level of theory: the ωB97M-V functional and the def2-TZVPD basis.

As for the total energy: -18687.40419 eV. Its largest force on an atom is 5.9 eV Å⁻¹. The calculation puts the gap between HOMO and LUMO at 9.278 eV. As for the LUMO energy: 0.92 eV.

XYZ file:
```
17
Properties=species:S:1:pos:R:3:lowdin_charge:R:1
S -1.652 1.707 0.348 0.95
C 0.874 -0.978 -0.052 -0.52
C 1.282 -2.363 -0.535 -0.01
H 0.590 -0.868 2.251 0.16
C -0.514 0.625 0.888 -0.64
H 0.766 -0.550 -2.165 0.18
H -1.516 -0.291 -1.167 0.15
C 0.550 -0.058 -1.091 -0.32
H 0.427 1.072 1.209 0.09
H 1.740 -2.159 -1.509 0.07
N 1.667 0.198 -0.366 0.08
H 1.982 -2.919 0.043 0.06
C -0.838 0.533 -0.626 -0.49
H 2.642 0.116 -0.678 0.14
C 0.036 -0.817 1.157 -0.12
H -0.597 -1.742 1.188 0.11
H 0.391 -3.011 -0.624 0.09
```